# 1
The following is a DFT calculation (ωB97M-V/def2-TZVPD) of a 2-piece molecular cluster, C4H12 overall.

Results
**Kohn-Sham gap**: 12.771 eV
**DFT total energy**: -159.5748 a.u.
**Energy relative to the best compared isomer or geometry (same formula, charge and spin)**: 0.2781 eV
**HOMO energy**: -11.63 eV
**F_max**: 1.28 eV/Å
**Molecular weight**: 60.14 u

Last column: Mulliken charge in e.
Element x y z (Å)
C: -1.89 -1.63 -1.99  -0.815
C: -1.01 -0.40 -1.74  -0.760
H: -2.95 -1.38 -1.87  0.267
H: -1.79 -1.96 -3.01  0.260
H: -1.58 -2.45 -1.34  0.269
H: 0.02 -0.71 -1.53  0.227
H: -1.30 0.24 -0.92  0.212
H: -0.97 0.25 -2.61  0.336
C: 2.14 0.99 1.62  -0.798
C: 0.72 0.99 2.18  -0.615
H: 2.78 0.21 2.04  0.270
H: 2.12 0.76 0.55  0.233
H: 2.71 1.92 1.69  0.279
H: 0.01 0.62 1.45  0.086
H: 0.39 2.02 2.29  0.265
H: 0.61 0.56 3.18  0.285

---

# 2
The following is a DFT calculation (ωB97M-V/def2-TZVPD) of C40H88NNbO30P as an isolated structure.

Results
**Kohn-Sham gap**: 6.344 eV
**DFT total energy**: -4286.9529 a.u.
**Energy relative to the best compared isomer or geometry (same formula, charge and spin)**: 8.5489 eV
**HOMO energy**: -4.53 eV
**Charge**: -1
**F_max**: 5.80 eV/Å
**Molecular weight**: 1187.00 u

Last column: Mulliken charge in e.
Element x y z (Å)
C: 5.32 0.28 3.37  -0.590
C: 3.67 0.25 3.44  -0.147
C: 2.98 0.21 1.92  -0.226
C: 3.30 1.65 1.12  0.022
Nb: 1.41 2.05 -0.16  -0.997
N: 2.06 4.01 -0.74  -0.411
C: 0.48 2.86 1.81  -0.010
C: 0.95 4.42 2.13  0.406
C: 0.41 4.73 3.67  -0.958
C: 2.38 0.99 -1.91  -0.605
P: 4.13 1.53 -2.39  0.902
O: 4.19 1.67 -3.99  -0.722
O: 4.78 2.92 -1.59  -0.535
O: 5.23 0.18 -2.02  -0.479
C: -0.53 2.46 -1.35  0.421
C: -0.25 2.93 -2.91  -0.789
C: -1.51 3.58 -0.68  0.870
C: -2.82 2.90 0.11  -0.488
C: -4.26 3.32 -0.54  -0.690
H: 5.61 0.04 2.24  0.010
H: 5.69 1.35 3.69  0.221
H: 5.75 -0.56 4.08  0.214
H: 3.25 1.18 4.06  0.110
H: 3.38 -0.71 4.08  0.242
H: 1.84 0.03 2.10  0.074
H: 3.43 -0.72 1.36  0.260
H: 4.26 1.44 0.49  -0.187
H: 3.43 2.46 1.96  0.155
H: 0.66 0.43 0.31  0.062
H: 2.43 4.06 -1.71  0.185
H: 1.25 4.67 -0.63  -0.016
H: 0.95 2.21 2.70  0.045
H: -0.68 2.68 1.87  0.079
H: 0.45 5.21 1.43  -0.246
H: 2.12 4.51 2.05  0.163
H: -0.78 4.84 3.71  0.214
H: 0.85 5.78 3.99  0.325
H: 0.71 3.89 4.44  0.133
H: 1.74 0.98 -2.92  0.192
H: 2.45 -0.17 -1.62  0.368
H: 5.56 2.70 -1.02  0.345
H: 5.89 0.58 -1.37  0.281
H: -1.09 1.41 -1.44  0.253
H: -0.13 1.92 -3.53  0.206
H: 0.80 3.49 -3.04  0.015
H: -1.13 3.51 -3.41  0.240
H: -2.01 4.22 -1.55  -0.484
H: -0.96 4.39 -0.01  -0.385
H: -2.79 3.40 1.20  0.151
H: -2.66 1.76 0.27  0.356
H: -5.06 3.32 0.35  0.277
H: -4.61 2.51 -1.34  0.076
H: -4.22 4.40 -1.00  0.182
C: 1.78 -0.04 7.73  -0.520
O: 0.36 -0.19 7.60  -0.344
C: -0.15 0.30 6.45  0.709
O: 0.48 0.83 5.55  -0.471
O: -1.49 0.09 6.46  -0.332
C: -2.17 0.56 5.30  -0.570
H: 2.08 -0.46 8.69  0.218
H: 2.29 -0.59 6.93  0.232
H: 2.05 1.02 7.71  0.264
H: -1.81 0.04 4.41  0.279
H: -2.05 1.65 5.19  0.263
H: -3.24 0.35 5.42  0.234
C: 7.60 -4.08 3.48  -0.629
O: 7.85 -4.42 2.12  -0.317
C: 7.64 -3.41 1.24  0.758
O: 7.28 -2.27 1.52  -0.531
O: 7.91 -3.87 -0.01  -0.331
C: 7.73 -2.90 -1.04  -0.580
H: 7.80 -4.96 4.09  0.197
H: 8.28 -3.28 3.80  0.288
H: 6.56 -3.78 3.62  0.340
H: 8.41 -2.06 -0.90  0.280
H: 6.69 -2.56 -1.08  0.277
H: 7.97 -3.38 -2.00  0.239
C: -3.86 -0.73 -3.96  -0.650
O: -5.05 -1.33 -4.47  -0.350
C: -6.16 -1.08 -3.73  0.795
O: -6.20 -0.40 -2.72  -0.528
O: -7.21 -1.71 -4.32  -0.358
C: -8.45 -1.53 -3.65  -0.549
H: -3.03 -1.00 -4.63  0.258
H: -3.95 0.36 -3.96  0.311
H: -3.63 -1.11 -2.96  0.306
H: -8.73 -0.47 -3.63  0.293
H: -8.40 -1.94 -2.63  0.204
H: -9.22 -2.07 -4.20  0.265
C: -8.71 -0.47 0.50  -0.573
O: -9.94 -0.98 -0.02  -0.208
C: -10.92 -1.13 0.91  0.711
O: -10.82 -0.88 2.10  -0.546
O: -12.02 -1.62 0.29  -0.299
C: -13.13 -1.83 1.16  -0.623
H: -8.01 -0.39 -0.33  0.125
H: -8.86 0.53 0.93  0.306
H: -8.29 -1.16 1.24  0.321
H: -13.46 -0.89 1.61  0.286
H: -12.89 -2.57 1.93  0.287
H: -13.96 -2.22 0.55  0.218
C: -2.56 9.60 -0.92  -0.775
O: -1.67 8.49 -0.76  -0.262
C: -0.36 8.81 -0.91  0.603
O: 0.09 9.91 -1.16  -0.590
O: 0.37 7.67 -0.74  0.004
C: 1.78 7.85 -0.87  -0.658
H: -3.58 9.23 -0.77  0.229
H: -2.36 10.36 -0.16  0.320
H: -2.48 10.02 -1.92  0.338
H: 2.15 8.55 -0.12  0.304
H: 2.03 8.20 -1.88  0.315
H: 2.26 6.88 -0.72  0.149
C: -5.03 -3.67 -1.99  -0.434
O: -4.24 -4.05 -0.87  -0.326
C: -3.36 -5.05 -1.11  0.741
O: -3.20 -5.62 -2.18  -0.533
O: -2.68 -5.30 0.04  -0.319
C: -1.71 -6.34 -0.07  -0.568
H: -5.70 -2.86 -1.69  0.184
H: -4.40 -3.30 -2.80  0.167
H: -5.64 -4.51 -2.34  0.304
H: -0.94 -6.07 -0.80  0.277
H: -2.19 -7.28 -0.33  0.262
H: -1.23 -6.45 0.91  0.241
C: -2.97 -12.42 -2.60  -0.616
O: -2.49 -11.16 -2.14  -0.307
C: -2.46 -10.19 -3.09  0.728
O: -2.81 -10.32 -4.26  -0.548
O: -1.98 -9.05 -2.53  -0.234
C: -1.90 -7.94 -3.42  -0.562
H: -2.95 -13.11 -1.76  0.219
H: -4.01 -12.33 -2.95  0.282
H: -2.33 -12.81 -3.40  0.286
H: -2.89 -7.67 -3.79  0.293
H: -1.22 -8.16 -4.24  0.354
H: -1.50 -7.09 -2.86  0.100
C: 12.67 -4.34 6.34  -0.633
O: 11.72 -4.69 5.34  -0.264
C: 12.25 -5.30 4.25  0.710
O: 13.43 -5.56 4.08  -0.550
O: 11.24 -5.58 3.39  -0.207
C: 11.65 -6.23 2.19  -0.678
H: 12.14 -3.86 7.17  0.215
H: 13.17 -5.24 6.73  0.289
H: 13.41 -3.63 5.94  0.288
H: 12.11 -7.20 2.42  0.302
H: 12.34 -5.59 1.63  0.318
H: 10.76 -6.40 1.58  0.210
C: -1.98 7.01 -3.46  -0.190
O: -2.12 7.61 -4.74  -0.349
C: -2.16 6.72 -5.77  0.751
O: -2.09 5.50 -5.67  -0.546
O: -2.29 7.41 -6.93  -0.344
C: -2.35 6.60 -8.10  -0.608
H: -1.96 7.82 -2.71  -0.115
H: -2.83 6.36 -3.24  0.334
H: -1.04 6.45 -3.39  0.263
H: -3.22 5.93 -8.06  0.282
H: -1.42 6.02 -8.21  0.292
H: -2.45 7.26 -8.96  0.217

---

# 3
The following is a DFT calculation (ωB97M-V/def2-TZVPD) of a 9-piece molecular cluster, C24H66O12 overall.

Results
**Kohn-Sham gap**: 9.739 eV
**DFT total energy**: -1856.3748 a.u.
**Energy relative to the best compared isomer or geometry (same formula, charge and spin)**: 11.6086 eV
**HOMO energy**: -9.43 eV
**F_max**: 10.92 eV/Å
**Molecular weight**: 546.78 u

Last column: Mulliken charge in e.
Element x y z (Å)
C: -4.99 -0.81 -2.57  -0.649
C: -4.07 0.51 -2.39  -0.439
O: -4.48 1.34 -1.21  -0.616
O: -4.75 -1.36 -3.83  -0.658
H: -6.11 -0.71 -2.55  0.317
H: -4.91 -1.60 -1.80  0.254
H: -3.88 0.90 -3.26  0.830
H: -3.04 0.32 -2.33  0.260
H: -4.07 2.28 -1.22  0.274
H: -5.07 -0.75 -4.57  0.315
C: 2.85 3.95 2.07  -0.997
C: 1.61 3.93 1.28  0.486
O: 1.86 3.83 -0.10  -0.420
O: 2.54 3.76 3.38  -0.554
H: 3.17 4.82 2.21  0.756
H: 3.67 3.29 1.84  0.392
H: 1.06 4.97 1.62  0.115
H: 0.93 3.24 1.60  -0.177
H: 2.49 4.33 -0.35  0.200
H: 2.68 4.58 3.88  0.271
C: -0.29 -2.35 -5.69  -0.219
C: -1.69 -2.31 -5.17  -0.245
O: -1.96 -1.15 -4.49  -0.380
O: 0.01 -3.59 -6.53  -0.531
H: 0.22 -2.43 -4.75  -0.081
H: 0.14 -1.46 -6.11  0.376
H: -1.87 -3.28 -4.65  0.318
H: -2.49 -2.22 -6.08  0.265
H: -2.78 -1.43 -4.40  0.220
H: -0.20 -4.34 -5.94  0.305
C: 4.20 -0.99 2.75  -1.359
C: 3.31 0.17 2.78  1.455
C: 1.99 -0.08 3.68  -1.021
O: 4.10 1.22 3.47  -0.663
H: 4.46 -1.38 3.65  0.473
H: 5.15 -0.62 2.25  0.414
H: 3.88 -1.79 1.92  -0.098
H: 2.92 0.44 1.68  -0.240
H: 1.68 0.91 4.00  0.524
H: 2.36 -0.71 4.66  0.164
H: 1.17 -0.48 3.13  0.070
H: 3.59 1.99 3.66  0.264
C: -3.19 5.04 -0.98  -1.265
C: -2.38 4.26 -1.95  0.033
C: -1.21 3.47 -1.43  -0.834
O: -3.22 3.43 -2.74  -0.390
H: -3.58 4.48 -0.03  0.227
H: -4.02 5.52 -1.62  0.285
H: -2.64 5.71 -0.32  0.398
H: -2.05 5.24 -2.54  0.215
H: -0.55 3.94 -0.85  0.727
H: -0.55 3.01 -2.13  0.482
H: -1.68 2.62 -0.79  -0.121
H: -3.77 3.95 -3.20  0.295
C: -0.40 -3.76 2.74  -1.781
C: 0.99 -3.88 2.04  1.655
C: 2.10 -4.08 3.11  -1.229
O: 0.97 -4.85 1.04  -0.648
H: -1.30 -3.52 2.23  0.420
H: -0.40 -3.02 3.49  0.402
H: -0.53 -4.61 3.35  0.484
H: 1.18 -2.99 1.49  -0.440
H: 2.92 -3.92 2.34  0.206
H: 2.23 -5.04 3.60  0.332
H: 2.21 -3.23 3.58  0.341
H: 1.73 -4.41 0.46  -0.126
C: -1.24 -0.82 -0.17  -0.601
C: -0.45 -0.10 -1.25  1.631
C: 0.82 0.52 -0.66  -1.414
O: -0.03 -1.04 -2.30  -0.608
H: -1.62 -0.10 0.49  0.084
H: -0.86 -1.67 0.51  -0.227
H: -2.14 -1.39 -0.48  0.288
H: -0.79 0.88 -1.86  0.181
H: 0.36 1.37 -0.22  0.136
H: 1.44 0.73 -1.47  0.501
H: 1.44 -0.15 0.11  -0.254
H: -0.69 -0.92 -3.01  0.175
C: -1.78 1.40 3.10  -1.237
C: -2.14 2.30 4.18  0.566
C: -1.59 3.75 3.85  -0.702
O: -3.52 2.51 4.32  -0.571
H: -2.12 0.42 3.25  0.566
H: -0.79 1.31 2.81  0.115
H: -2.14 1.57 2.06  0.303
H: -1.74 1.92 5.20  0.218
H: -1.70 4.47 4.59  0.476
H: -1.92 4.14 2.73  0.031
H: -0.59 3.62 3.56  -0.083
H: -3.90 1.68 4.58  0.317
C: 4.14 -2.79 -2.00  -1.152
C: 2.95 -3.76 -1.82  1.095
C: 3.21 -5.08 -1.26  -1.349
O: 1.93 -2.98 -1.17  -0.001
H: 3.95 -1.87 -2.60  0.304
H: 5.05 -3.27 -2.49  0.381
H: 4.62 -2.34 -0.96  0.114
H: 2.31 -3.87 -2.90  -0.082
H: 2.33 -5.79 -1.63  0.320
H: 3.22 -5.09 -0.19  0.477
H: 4.24 -5.56 -1.56  0.312
H: 1.51 -2.30 -1.73  0.051

---

# 4
The following is a DFT calculation (ωB97M-V/def2-TZVPD) of C45H43HfN3OS4Te as an isolated structure.

Results
**Kohn-Sham gap (spin up / spin down)**: 5.410 / 3.362 eV
**DFT total energy**: -3888.6844 a.u.
**Energy relative to the best compared isomer or geometry (same formula, charge and spin)**: 3.7513 eV
**HOMO energy (spin up / spin down)**: -8.68 / -8.68 eV
**Charge**: +1
**F_max**: 3.30 eV/Å
**2S+1**: 2
**Molecular weight**: 1076.22 u

Last column: Löwdin spin population.
Element x y z (Å)
Hf: 2.02 0.20 1.39  0.004
S: 4.07 0.27 2.92  0.000
C: 4.72 1.80 2.33  0.000
C: 5.69 2.39 3.16  0.000
C: 6.29 3.60 2.87  0.000
C: 5.95 4.29 1.71  0.000
C: 5.02 3.74 0.86  0.000
C: 4.40 2.52 1.16  0.000
S: 3.29 1.95 -0.15  0.001
C: 1.92 3.18 -0.14  0.000
C: 0.54 2.59 -0.03  0.000
C: -0.53 3.28 -0.73  0.000
C: -1.77 2.79 -0.73  0.000
C: -2.20 1.77 0.25  0.000
C: -1.01 1.30 1.18  0.000
C: -1.15 -0.11 1.75  0.005
S: 0.05 -0.53 3.10  0.001
C: -0.24 0.75 4.30  0.000
C: -1.26 0.51 5.23  0.000
C: -1.56 1.46 6.18  0.000
C: -0.82 2.64 6.21  0.000
C: 0.20 2.86 5.30  0.000
C: 0.51 1.93 4.30  0.001
S: 1.75 2.30 3.15  0.005
N: 0.35 1.54 0.69  0.000
H: 5.95 1.86 4.07  0.000
H: 7.02 4.01 3.56  0.000
H: 6.42 5.24 1.47  0.000
H: 4.78 4.24 -0.07  0.000
H: 2.06 3.79 0.76  0.000
H: 2.02 3.80 -1.03  0.000
H: -0.26 4.11 -1.37  0.000
H: -2.53 3.20 -1.40  0.000
H: -2.91 1.03 -0.14  0.000
H: -2.15 -0.25 2.15  0.000
H: -0.96 -0.86 0.99  0.011
H: -1.81 -0.43 5.20  0.000
H: -2.35 1.29 6.89  0.000
H: -1.04 3.40 6.95  0.000
H: 0.78 3.78 5.33  0.000
C: -6.02 -4.54 -3.51  0.000
C: -4.71 -3.98 -3.04  0.001
C: -4.55 -3.55 -1.73  0.000
C: -3.33 -3.04 -1.28  0.004
C: -3.21 -2.57 0.16  0.020
C: -2.26 -2.97 -2.18  0.066
Te: -0.36 -2.26 -1.51  0.466
N: 1.29 -1.58 0.49  0.196
C: 2.55 -1.90 0.29  0.016
O: 3.39 -0.90 0.46  0.020
C: 3.20 -3.19 -0.06  0.002
C: 4.55 -3.31 0.29  0.000
C: 5.25 -4.47 -0.03  0.000
C: 4.61 -5.50 -0.71  0.000
C: 3.26 -5.38 -1.04  0.000
C: 2.56 -4.24 -0.70  0.002
C: -0.55 -0.53 -2.71  0.031
C: -1.82 -0.04 -2.98  0.025
C: -1.99 1.00 -3.88  -0.003
C: -0.88 1.57 -4.48  0.030
C: 0.40 1.09 -4.19  -0.003
C: 0.59 0.03 -3.31  0.024
C: 1.98 -0.52 -3.09  0.006
C: -2.39 -3.41 -3.50  0.017
C: -1.27 -3.35 -4.51  0.017
C: -3.62 -3.91 -3.90  0.004
H: -6.78 -4.49 -2.73  0.000
H: -5.91 -5.59 -3.81  0.000
H: -6.39 -3.99 -4.38  0.000
H: -5.38 -3.61 -1.03  0.000
H: -4.07 -2.87 0.74  0.001
H: -3.14 -1.47 0.20  0.002
H: -2.31 -2.98 0.64  0.009
H: 5.04 -2.49 0.80  0.000
H: 6.29 -4.57 0.26  0.000
H: 5.16 -6.39 -0.98  0.000
H: 2.76 -6.20 -1.54  0.000
H: 1.51 -4.19 -0.92  0.001
H: -2.69 -0.51 -2.54  0.000
H: -2.98 1.36 -4.11  -0.001
H: -1.00 2.38 -5.19  0.002
H: 1.26 1.51 -4.69  0.000
H: 2.72 0.02 -3.67  0.000
H: 2.03 -1.58 -3.37  0.003
H: 2.27 -0.46 -2.04  0.001
H: -0.29 -3.25 -4.04  0.012
H: -1.40 -2.50 -5.18  0.000
H: -1.25 -4.25 -5.12  0.001
H: -3.73 -4.26 -4.92  0.001
C: -3.36 4.79 2.21  0.000
C: -3.74 3.33 1.91  0.000
C: -2.55 2.52 1.52  0.000
N: -1.49 2.29 2.18  0.000
H: -4.21 5.31 2.66  0.000
H: -3.08 5.33 1.30  0.000
H: -2.53 4.83 2.91  0.000
H: -4.50 3.28 1.13  0.000
H: -4.15 2.88 2.81  0.000

---

# 5
The following is a DFT calculation (ωB97M-V/def2-TZVPD) of C26H27AlBrClF4I2NO4 as an isolated structure.

Results
**Kohn-Sham gap**: 6.798 eV
**DFT total energy**: -5633.6427 a.u.
**HOMO energy**: -7.38 eV
**Charge**: -1
**F_max**: 9.27 eV/Å
**Molecular weight**: 889.64 u

Last column: Mulliken charge in e.
Element x y z (Å)
C: -0.30 -3.42 -3.58  -0.616
C: 1.16 -2.82 -4.02  0.562
O: 1.43 -2.75 -5.35  -0.534
O: 2.22 -2.33 -3.12  -0.351
C: 1.90 -2.54 -1.70  -0.480
C: 0.83 -1.43 -1.08  0.063
C: 0.60 -0.02 -1.91  -0.649
C: -0.41 1.21 -1.38  1.271
C: -0.61 2.60 -2.28  -0.593
I: -2.73 2.84 -2.95  0.110
C: 0.26 2.57 -3.70  -0.445
C: -0.34 3.65 -4.82  -1.095
I: 2.40 2.95 -3.44  0.093
C: -1.20 0.95 0.07  0.037
C: -2.18 2.15 0.69  -0.644
C: -1.27 3.53 0.93  -0.204
C: -0.94 3.78 2.54  -0.468
C: 0.70 3.54 2.78  -0.622
C: 1.25 4.20 4.19  -0.312
N: 2.78 4.26 4.27  -0.605
C: -1.00 -0.50 0.89  -0.050
C: 0.02 -1.71 0.33  -0.055
C: 0.14 -3.12 1.22  0.470
O: 0.30 -4.32 0.64  -0.550
C: 0.00 -2.96 2.87  0.083
C: 0.75 -3.91 3.97  0.516
C: 1.71 -5.16 3.54  -1.047
C: 0.56 -3.63 5.60  -0.386
C: -0.42 -2.43 6.19  -0.117
Br: -0.69 -2.05 8.16  -0.119
C: -1.21 -1.49 5.08  0.017
Cl: -2.37 -0.15 5.77  -0.156
C: -0.99 -1.76 3.48  0.131
C: -1.78 -0.87 2.30  0.094
O: -3.05 -0.56 2.59  -0.537
H: -0.11 -4.36 -2.91  0.263
H: -0.88 -3.76 -4.55  0.248
H: -0.98 -2.63 -3.00  0.199
H: 1.57 -3.65 -1.53  0.293
H: 2.92 -2.36 -1.11  0.328
H: 1.23 0.08 -2.92  0.078
H: -0.27 3.57 -1.72  0.410
H: 0.05 1.50 -4.19  0.453
H: -0.69 4.66 -4.34  0.301
H: -1.13 3.16 -5.55  0.355
H: 0.60 3.92 -5.50  0.364
H: -2.58 1.87 1.78  0.297
H: -3.14 2.34 0.04  0.202
H: -0.20 3.31 0.44  0.044
H: -1.80 4.47 0.49  0.273
H: -1.47 3.03 3.26  0.165
H: -1.22 4.88 2.89  0.364
H: 0.98 2.38 2.69  0.228
H: 1.25 4.09 1.91  0.311
H: 0.88 5.33 4.19  0.163
H: 0.80 3.63 5.11  0.234
H: 3.20 3.57 3.61  0.237
H: 3.09 4.06 5.27  0.241
H: 2.86 -4.84 3.55  0.271
H: 1.39 -5.72 2.56  0.306
H: 1.62 -5.97 4.41  0.321
H: 1.08 -4.31 6.43  0.238
F: 0.14 -2.84 -8.79  -0.493
Al: -1.31 -2.11 -8.02  0.917
F: -2.60 -1.90 -9.27  -0.469
F: -0.88 -0.50 -7.33  -0.473
F: -1.91 -3.18 -6.71  -0.480

---

# 6
The following is a DFT calculation (ωB97M-V/def2-TZVPD) of a 2-piece molecular cluster, C3H8N3O overall.

Results
**Kohn-Sham gap**: 11.339 eV
**DFT total energy**: -358.3354 a.u.
**Energy relative to the best compared isomer or geometry (same formula, charge and spin)**: 1.6617 eV
**HOMO energy**: -14.36 eV
**Charge**: +1
**F_max**: 4.93 eV/Å
**Molecular weight**: 102.12 u

Last column: Mulliken charge in e.
Element x y z (Å)
C: 1.69 -0.22 0.06  0.274
C: -1.35 0.94 -0.13  0.398
C: -2.05 -1.43 -0.19  -0.645
N: -1.00 2.22 -0.11  -0.402
N: -1.76 -0.11 -0.23  0.179
N: 2.98 -0.29 0.49  -0.373
O: 1.18 0.72 -0.49  -0.659
H: 1.37 -1.24 -0.02  0.219
H: -1.24 -1.97 0.23  0.282
H: -2.93 -1.68 0.23  0.333
H: -2.10 -1.60 -1.30  0.319
H: -1.70 2.89 0.15  0.254
H: 0.03 2.39 -0.12  0.331
H: 3.28 -1.18 0.89  0.234
H: 3.60 0.56 0.54  0.257

---

Q: What is the formula in the second record?
A: C40H88NNbO30P